Entry 1:
Molecular formula: C24H47F5O5S
Method: DFT, the ωB97M-V functional and the def2-TZVPD basis

Computed properties:
LUMO level ... 0.0049 Eh
SMILES ... COCCCCCC[C@](C[SH](=O)=O)(OC=O)C(F)(F)C(F)(F)F.CCCCCC.CCCCCC
Total charge ... 0
Total energy ... -60309.6155 eV
Strongest force on any atom ... 1.28 eV/A

Last column: Mulliken charge in e.
CARTESIAN COORDINATES (ANGSTROEM)
C 0.065 -0.265 1.298  -0.501
O -1.069 -0.005 0.477  -0.282
C -1.961 -1.094 0.342  -0.723
C -2.769 -0.978 -0.958  -0.694
C -2.014 -0.404 -2.171  -0.780
C -1.330 -1.454 -3.056  -0.985
C -0.109 -2.069 -2.366  0.827
C 0.537 -3.172 -3.215  -1.862
C 1.943 -3.594 -2.732  1.145
C 2.284 -5.085 -2.938  -1.283
S 1.028 -6.361 -2.719  1.063
O 0.675 -6.851 -4.020  -0.606
O 1.453 -7.224 -1.654  -0.592
O 2.199 -3.185 -1.377  -0.578
C 1.739 -3.941 -0.355  0.353
O 2.226 -3.900 0.712  -0.451
C 2.971 -2.734 -3.525  0.539
F 3.037 -3.190 -4.793  -0.318
F 2.544 -1.460 -3.579  -0.267
C 4.426 -2.661 -2.968  0.488
F 4.849 -3.867 -2.574  -0.274
F 4.487 -1.835 -1.944  -0.140
F 5.241 -2.223 -3.927  -0.279
H -0.023 -1.226 1.815  0.488
H 0.162 0.538 2.036  0.059
H 0.968 -0.270 0.675  0.066
H -2.661 -1.105 1.194  0.408
H -1.418 -2.050 0.382  0.494
H -3.152 -1.978 -1.201  0.323
H -3.645 -0.348 -0.771  0.378
H -2.726 0.161 -2.781  0.411
H -1.256 0.304 -1.821  0.331
H -2.049 -2.248 -3.306  0.260
H -1.010 -0.986 -3.995  0.457
H 0.617 -1.283 -2.136  0.296
H -0.439 -2.510 -1.417  -0.219
H 0.621 -2.826 -4.252  0.253
H -0.151 -4.017 -3.255  0.574
H 3.068 -5.388 -2.236  0.468
H 2.659 -5.263 -3.948  0.696
H -0.034 -5.671 -2.240  0.107
H 0.844 -4.538 -0.592  0.302
C 3.769 4.349 3.084  -1.255
C 3.004 3.833 1.870  -0.653
C 2.421 2.435 2.065  -0.031
C 3.456 1.337 2.321  -0.720
C 4.519 1.192 1.232  -0.622
C 3.945 0.829 -0.134  -0.781
H 4.632 3.722 3.314  0.286
H 4.137 5.362 2.915  0.392
H 3.127 4.370 3.968  0.296
H 3.657 3.847 0.993  0.271
H 2.184 4.521 1.646  0.409
H 1.821 2.176 1.188  -0.035
H 1.723 2.458 2.909  0.417
H 2.932 0.382 2.431  0.287
H 3.951 1.516 3.279  0.420
H 5.225 0.416 1.540  0.373
H 5.100 2.115 1.150  0.280
H 3.385 -0.108 -0.084  -0.013
H 4.738 0.702 -0.871  0.451
H 3.272 1.604 -0.506  0.280
C -7.055 3.541 2.422  -1.191
C -5.813 4.146 1.776  -0.449
C -5.008 3.147 0.946  -0.792
C -4.452 1.959 1.734  0.227
C -3.545 2.333 2.906  -0.522
C -2.290 3.086 2.471  -1.018
H -6.798 2.745 3.123  0.281
H -7.617 4.294 2.976  0.383
H -7.719 3.118 1.666  0.292
H -5.177 4.586 2.549  0.239
H -6.114 4.972 1.127  0.381
H -4.187 3.675 0.453  0.330
H -5.643 2.762 0.141  0.444
H -3.884 1.324 1.047  -0.506
H -5.281 1.345 2.100  0.370
H -3.248 1.414 3.420  0.387
H -4.098 2.925 3.640  0.326
H -1.716 2.485 1.761  0.093
H -1.647 3.304 3.326  0.379
H -2.532 4.037 1.995  0.342

***

Entry 2:
Molecular formula: C24H47F6NO9P2
Method: DFT, the ωB97M-V functional and the def2-TZVPD basis

Computed properties:
LUMO level ... 0.0137 Eh
SMILES ... CC(=O)OCCCCCC[PH](CCCC(F)(F)C(F)(F)F)(C[C@H](C)F)P(N)O.CCOC(=O)OC.CCOC(=O)OC
Total charge ... 0
Total energy ... -80449.3934 eV
Strongest force on any atom ... 3.29 eV/A

Last column: Mulliken charge in e.
CARTESIAN COORDINATES (ANGSTROEM)
C -2.501 3.953 3.068  -0.972
C -3.357 4.523 1.943  0.653
O -3.433 5.674 1.794  -0.503
O -4.044 3.650 1.139  -0.242
C -5.415 3.510 1.597  -0.701
C -6.185 2.655 0.576  -0.633
C -6.879 1.404 1.208  -1.225
C -6.391 0.094 0.506  0.476
C -6.306 -1.042 1.559  -1.056
C -5.514 -2.283 1.137  -1.133
P -3.655 -2.239 1.037  0.599
C -2.532 -1.080 0.092  -1.557
C -3.192 -0.340 -1.116  -0.578
C -2.465 -0.510 -2.464  -1.567
C -1.030 -0.004 -2.503  1.099
F -0.140 -0.884 -2.030  -0.260
F -0.709 0.148 -3.815  -0.366
C -0.781 1.378 -1.863  0.574
F -1.531 2.293 -2.420  -0.290
F 0.481 1.724 -2.150  -0.350
F -0.876 1.397 -0.559  -0.221
C -3.594 -3.511 -0.431  -1.089
C -2.477 -4.569 -0.247  0.135
C -2.907 -5.753 0.629  -1.255
F -1.262 -4.015 0.145  -0.354
P -3.324 -0.954 2.863  -0.317
N -3.838 0.689 2.560  0.035
O -4.334 -1.589 4.087  -0.505
H -3.166 3.686 3.900  0.285
H -1.808 4.726 3.398  0.352
H -1.957 3.055 2.754  0.281
H -5.377 3.048 2.596  0.387
H -5.865 4.502 1.734  0.452
H -6.955 3.306 0.143  0.438
H -5.504 2.408 -0.246  0.358
H -6.590 1.405 2.264  0.418
H -7.965 1.522 1.142  0.457
H -7.176 -0.183 -0.206  0.673
H -5.435 0.353 0.048  -0.835
H -7.349 -1.378 1.686  0.514
H -6.047 -0.593 2.519  0.581
H -5.807 -3.111 1.802  0.444
H -5.908 -2.589 0.155  0.621
H -2.950 -3.245 1.780  -0.048
H -1.659 -1.616 -0.299  0.849
H -2.103 -0.314 0.749  0.909
H -4.205 -0.739 -1.265  0.720
H -3.312 0.730 -0.903  0.364
H -2.457 -1.550 -2.810  0.351
H -3.013 0.075 -3.211  0.411
H -4.512 -4.114 -0.495  0.497
H -3.465 -3.045 -1.418  0.230
H -2.318 -4.990 -1.251  0.439
H -2.034 -6.409 0.736  0.381
H -3.622 -6.323 0.026  0.346
H -3.325 -5.449 1.591  0.277
H -3.958 0.883 1.572  -0.087
H -3.215 1.345 3.008  0.191
H -4.477 -2.519 3.845  0.325
C 3.102 0.884 -0.431  -0.912
C 3.312 2.007 -1.426  -0.047
O 4.190 3.014 -0.895  -0.377
C 5.489 2.720 -0.930  0.757
O 5.977 1.710 -1.375  -0.528
O 6.157 3.734 -0.371  -0.353
C 7.566 3.522 -0.264  -0.650
H 2.765 1.281 0.528  0.288
H 2.361 0.176 -0.803  0.185
H 4.031 0.344 -0.247  0.324
H 2.369 2.502 -1.622  0.239
H 3.689 1.635 -2.379  0.272
H 7.997 3.251 -1.227  0.254
H 7.774 2.751 0.477  0.303
H 8.008 4.458 0.066  0.256
C 7.592 -0.891 -2.050  -1.097
C 8.796 0.017 -1.940  0.343
O 9.696 -0.424 -0.909  -0.362
C 10.487 -1.447 -1.233  0.773
O 10.526 -2.011 -2.297  -0.551
O 11.229 -1.751 -0.161  -0.344
C 12.072 -2.889 -0.339  -0.645
H 7.104 -0.996 -1.080  0.248
H 6.875 -0.490 -2.765  0.291
H 7.882 -1.891 -2.375  0.405
H 8.472 1.015 -1.655  -0.187
H 9.322 0.103 -2.892  0.327
H 12.688 -2.788 -1.231  0.297
H 11.470 -3.796 -0.393  0.289
H 12.722 -2.948 0.531  0.226

***

Entry 3:
Molecular formula: C24H48AgO18
Method: DFT, the ωB97M-V functional and the def2-TZVPD basis

Computed properties:
LUMO level ... -0.0547 Eh
ΔE to the lowest compared entry with this formula, charge and spin ... 103.99 kcal/mol
Total charge ... +1
Total energy ... -66511.9759 eV
Strongest force on any atom ... 5.95 eV/A

Last column: Mulliken charge in e.
CARTESIAN COORDINATES (ANGSTROEM)
Ag 0.290 -0.142 0.690  2.541
C -3.935 -0.161 2.289  -0.591
C -3.494 0.887 3.364  -0.430
O -3.075 2.058 2.809  -0.362
C -1.820 2.296 2.297  0.476
O -0.964 1.347 2.078  -0.395
O -1.633 3.667 2.213  -0.351
C -0.508 4.157 1.518  -0.373
H -4.417 -1.036 2.726  0.496
H -3.096 -0.522 1.696  -0.289
H -4.637 0.261 1.570  0.417
H -2.613 0.493 3.871  0.208
H -4.314 0.970 4.076  0.358
H 0.330 3.460 1.498  0.014
H -0.234 5.142 1.896  0.344
H -0.781 4.197 0.464  0.236
C 5.257 -1.468 -0.923  -1.441
C 4.275 -0.478 -1.641  0.362
O 3.212 -1.034 -2.429  -0.357
C 2.114 -1.543 -1.993  0.704
O 1.851 -1.783 -0.837  -0.714
O 1.543 -2.044 -3.023  -0.305
C 0.557 -3.036 -3.000  -0.445
H 4.887 -2.124 -0.135  0.272
H 6.122 -0.964 -0.492  0.448
H 5.816 -2.085 -1.628  0.393
H 4.829 0.310 -2.152  0.433
H 3.639 0.046 -0.928  -0.271
H 0.928 -3.907 -3.540  0.404
H -0.406 -2.814 -3.461  0.230
H 0.386 -3.519 -2.038  0.026
C -4.862 -2.405 -2.241  -1.664
C -3.867 -2.054 -1.127  0.717
O -2.897 -3.013 -1.195  -0.334
C -1.794 -2.824 -0.476  0.260
O -1.615 -1.801 0.170  0.283
O -1.124 -3.986 -0.522  -0.439
C -0.299 -4.357 0.585  -0.563
H -5.607 -3.160 -1.987  0.404
H -4.479 -2.641 -3.234  0.348
H -5.567 -1.593 -2.422  0.406
H -4.340 -1.910 -0.156  0.333
H -3.469 -1.054 -1.301  -0.590
H 0.208 -5.318 0.512  0.332
H -0.740 -4.366 1.582  0.231
H 0.568 -3.708 0.458  0.158
C -3.845 2.877 -1.839  -1.234
C -3.930 1.369 -1.830  0.505
O -2.982 0.927 -2.793  -0.323
C -1.664 0.681 -2.624  0.143
O -1.098 0.548 -1.526  -0.305
O -1.067 0.437 -3.765  -0.208
C -1.802 0.232 -5.047  -0.836
H -2.859 3.265 -1.581  0.179
H -4.526 3.153 -1.034  0.428
H -4.180 3.407 -2.730  0.319
H -4.915 0.960 -2.056  0.242
H -3.715 0.749 -0.960  -0.227
H -2.844 0.544 -4.967  0.358
H -1.906 -0.791 -5.407  0.270
H -1.330 0.816 -5.837  0.307
C 0.977 3.055 -3.447  -1.040
C 2.076 2.774 -2.495  -0.151
O 1.649 2.521 -1.202  0.017
C 2.466 2.321 -0.184  0.090
O 2.138 1.580 0.729  -0.409
O 3.663 2.944 -0.223  -0.402
C 4.630 2.820 0.804  -0.652
H 0.792 2.092 -3.924  0.126
H 1.341 3.743 -4.211  0.454
H 0.048 3.444 -3.031  0.181
H 2.769 3.610 -2.593  0.353
H 2.739 1.958 -2.781  0.216
H 4.509 3.539 1.614  0.290
H 5.630 3.012 0.415  0.282
H 4.641 1.767 1.084  0.253
C 4.875 -0.334 5.219  -1.314
C 3.557 -0.213 4.460  0.115
O 2.498 -0.971 5.008  -0.315
C 1.322 -1.087 4.264  0.476
O 1.062 -0.574 3.166  -0.376
O 0.478 -2.020 4.942  -0.383
C -0.681 -2.543 4.238  -0.359
H 5.247 -1.358 5.216  0.333
H 4.596 -0.159 6.259  0.327
H 5.658 0.366 4.928  0.351
H 3.701 -0.616 3.458  0.182
H 3.230 0.826 4.418  0.257
H -1.309 -2.897 5.056  0.367
H -0.591 -3.427 3.607  0.153
H -1.271 -1.788 3.719  0.044

***

> Among the records above, which one has the lowest LUMO level?

C24H48AgO18

***

> Among the records above, which one has the lowest LUMO level?

C24H48AgO18

***

> Which of these has the highest LUMO level?

C24H47F6NO9P2